[1]
{"formula": "C6H24O6", "method": "ωB97M-V/def2-TZVPD", "total_charge": 1, "de_lowest_ev": 3.064, "spin_multiplicity": 2, "gap_ha": [0.32957, 0.07509], "largest_force_ev_per_a": 3.04, "symbols": ["C", "O", "H", "H", "H", "H", "C", "O", "H", "H", "H", "H", "C", "O", "H", "H", "H", "H", "C", "O", "H", "H", "H", "H", "C", "O", "H", "H", "H", "H", "C", "O", "H", "H", "H", "H"], "positions_angstrom": [[2.32603, 0.49713, 3.11529], [1.43986, 1.48806, 3.65525], [1.80304, -0.10748, 2.37433], [3.19006, 0.93181, 2.61269], [2.62067, -0.05031, 4.01061], [1.17002, 2.01690, 2.90085], [0.47737, -1.24842, -4.78756], [0.22962, -0.21803, -3.88254], [0.83049, -0.81444, -5.72302], [1.35252, -1.81674, -4.47256], [-0.36740, -1.90950, -4.98103], [0.05339, -0.66608, -3.05200], [1.01892, 3.50966, 0.34519], [0.49976, 2.95704, 1.53352], [1.07864, 4.59344, 0.44495], [2.05271, 3.18497, 0.22704], [0.49874, 3.27864, -0.58440], [-0.25386, 3.49378, 1.78960], [-3.47560, 1.12977, 1.39251], [-4.02550, 2.27617, 2.00079], [-2.47808, 1.34962, 1.01209], [-3.37985, 0.27235, 2.05866], [-4.04577, 0.96585, 0.47810], [-4.92435, 2.08442, 2.27810], [0.26656, -4.28905, -0.11916], [-0.80134, -3.45681, -0.49085], [0.24405, -5.19355, -0.72701], [1.22724, -3.78088, -0.20253], [0.16221, -4.63632, 0.90876], [-1.58458, -3.95434, -0.24467], [0.54409, 0.04274, -0.52604], [0.14214, -1.01161, -1.37821], [1.24039, -0.29094, 0.24333], [1.07018, 0.74485, -1.17286], [-0.35486, 0.49029, -0.10214], [0.15252, -1.86310, -0.93496]], "forces_ev_per_a": [[-0.7, 0.8, 0.9], [0.6, -0.5, -0.4], [-0.1, -0.5, 0.1], [0.2, 0.1, 0.2], [0.3, -0.5, -0.5], [-0.3, 0.4, 0.0], [0.9, 1.3, -1.8], [0.5, -0.3, -1.7], [-0.4, 0.2, 0.0], [0.1, -0.6, 0.8], [-0.3, -0.3, 0.6], [-0.7, -0.6, 2.9], [1.0, 0.8, -0.1], [-0.4, -0.3, -0.5], [-0.1, 0.1, -0.2], [0.0, -0.2, 0.1], [-0.5, -0.2, 0.2], [-0.2, -0.1, 0.2], [-0.1, 0.4, -0.8], [0.4, 0.3, 0.4], [0.2, 0.4, 0.4], [-0.3, -0.1, -0.1], [-0.2, -0.9, 0.0], [0.0, 0.0, 0.0], [0.4, -1.2, 0.4], [-0.1, 0.5, -0.1], [0.4, 0.0, -0.2], [-0.1, 0.1, -0.2], [0.1, 0.2, 0.2], [-0.4, 0.4, -0.1], [0.3, 0.4, -0.1], [0.1, 0.0, -1.4], [-0.2, 0.0, 0.0], [-0.1, 0.3, 0.3], [0.2, 0.2, 0.2], [-0.5, -0.5, 0.2]], "mulliken_spin": [0.00, 0.01, 0.00, 0.00, 0.00, 0.00, 0.03, 0.70, 0.00, 0.07, 0.05, 0.00, 0.00, 0.00, 0.00, 0.00, 0.00, 0.00, 0.00, 0.00, 0.00, 0.00, 0.00, 0.00, 0.00, 0.00, 0.00, 0.00, 0.00, 0.00, 0.02, 0.11, 0.00, 0.00, 0.01, -0.01]}

=====

[2]
{"formula": "CHF3OS2", "method": "ωB97M-V/def2-TZVPD", "de_lowest_ev": 0.408, "spin_multiplicity": 1, "gap_ha": [0.28644, 0.28630], "largest_force_ev_per_a": 5.10, "symbols": ["C", "O", "F", "F", "F", "S", "S", "H"], "positions_angstrom": [[0.78733, 1.12022, -1.16644], [1.37609, -1.09122, 1.98339], [1.00638, 1.93952, -0.23403], [0.84233, 1.65394, -2.38111], [1.65359, 0.13916, -1.22730], [2.63868, -0.76543, 2.64836], [-1.01927, 0.53732, -1.00527], [-0.92696, -0.75096, -0.46589]], "forces_ev_per_a": [[-3.3, -3.1, -2.3], [-0.8, -0.2, -0.4], [1.4, 2.1, 1.8], [0.1, 1.5, -0.3], [1.0, -0.9, 1.0], [0.8, 0.2, 0.4], [0.4, -0.9, 0.3], [0.5, 1.3, -0.5]], "mulliken_charge": [0.65, -0.26, -0.16, -0.21, -0.20, 0.26, -0.24, 0.17]}

=====

[3]
{"formula": "C3H2O3", "method": "ωB97M-V/def2-TZVPD", "de_lowest_ev": 3.450, "spin_multiplicity": 1, "gap_ha": 0.39243, "largest_force_ev_per_a": 3.71, "symbols": ["C", "C", "C", "O", "O", "O", "H", "H"], "positions_angstrom": [[1.68705, -2.43318, 0.15619], [-0.16358, -0.15380, 0.13006], [0.68799, -1.19764, 0.53021], [2.48418, -2.99282, 0.76382], [1.06138, -2.37415, -0.92732], [-0.60451, -1.31157, 0.90189], [-0.03642, 0.71965, 0.78568], [-0.54214, 0.07755, -0.89050]], "forces_ev_per_a": [[-2.5, 2.1, -1.7], [-0.4, 2.6, 0.0], [-0.5, -2.6, -0.1], [2.2, -1.5, 1.7], [0.1, 0.1, 0.3], [1.3, 0.2, -0.6], [-0.4, -0.1, -0.5], [0.3, -0.8, 0.9]], "mulliken_charge": [0.54, -0.14, 0.31, -0.43, -0.46, -0.29, 0.21, 0.26]}

=====

[4]
{"formula": "C5H9N2O", "method": "ωB97M-V/def2-TZVPD", "total_charge": 1, "de_lowest_ev": 3.747, "spin_multiplicity": 1, "gap_ha": 0.27825, "largest_force_ev_per_a": 5.33, "symbols": ["C", "C", "C", "C", "C", "N", "N", "O", "H", "H", "H", "H", "H", "H", "H", "H", "H"], "positions_angstrom": [[0.60352, 0.76529, -1.68016], [0.96195, -1.31869, 2.11287], [-0.06590, 0.48364, 0.61286], [-0.09688, -0.87225, 1.35760], [-1.53899, 1.34110, -2.69499], [-0.59428, 0.69520, -2.07920], [0.96988, 0.58243, -0.45631], [0.82107, -2.53854, 2.80796], [1.44570, 0.78290, -2.29628], [1.74108, -0.71339, 2.52625], [-1.00708, 0.73086, 0.09450], [0.05613, 1.19521, 1.29631], [-0.99098, -1.43388, 1.26485], [-2.45737, 0.79431, -2.90741], [-0.01665, -2.97130, 2.63026], [-1.61591, 2.41529, -2.44637], [1.78473, 0.06182, -0.14273]], "forces_ev_per_a": [[2.4, -0.7, 1.3], [-4.3, -1.6, 0.6], [-1.1, -3.3, -2.3], [2.7, 1.0, -0.1], [0.9, -0.6, 3.8], [-3.9, 1.3, -3.4], [-1.2, -0.7, 3.2], [1.4, 1.9, -0.7], [0.8, 0.1, -1.9], [0.8, 0.0, -0.3], [0.1, -0.5, 0.6], [1.0, 3.3, 2.6], [-0.5, -0.7, -0.2], [0.4, 0.0, -0.8], [-0.2, 0.1, -0.3], [0.2, -0.2, -1.1], [0.5, 0.6, -1.0]], "mulliken_charge": [0.06, -0.01, -0.65, -0.36, -0.21, -0.24, -0.12, -0.46, 0.45, 0.37, 0.26, 0.38, 0.29, 0.30, 0.31, 0.31, 0.30]}

=====

[5]
{"formula": "C24H23Cl2FN2O", "method": "ωB97M-V/def2-TZVPD", "de_lowest_ev": 0.021, "spin_multiplicity": 1, "gap_ha": 0.35026, "largest_force_ev_per_a": 0.41, "symbols": ["C", "C", "C", "C", "C", "C", "C", "F", "H", "C", "N", "C", "O", "N", "C", "C", "C", "C", "C", "C", "C", "H", "H", "H", "H", "H", "H", "H", "C", "C", "C", "C", "C", "C", "C", "H", "H", "H", "H", "H", "H", "H", "H", "C", "Cl", "Cl", "H", "H", "H", "H", "H", "H", "H"], "positions_angstrom": [[-5.34289, -2.79894, 0.17928], [-4.51578, -1.57132, -0.03455], [-4.77614, -0.65848, -1.04700], [-3.98914, 0.46490, -1.22467], [-2.91696, 0.72029, -0.38156], [-2.63603, -0.17859, 0.63817], [-3.42986, -1.29751, 0.78794], [-3.12793, -2.16566, 1.78157], [-1.80975, -0.03776, 1.31763], [-2.06361, 1.95473, -0.59312], [-0.67093, 1.75339, -0.24706], [0.01101, 0.80563, -0.99592], [-0.40050, 0.46353, -2.08848], [1.15940, 0.31366, -0.46062], [1.78874, 0.70520, 0.78318], [2.85406, 1.75389, 0.56395], [2.53335, 2.95319, -0.06053], [3.50870, 3.90852, -0.28143], [4.81386, 3.67644, 0.11990], [5.14054, 2.48285, 0.73928], [4.16514, 1.52470, 0.95664], [4.42359, 0.59179, 1.43794], [6.15747, 2.29442, 1.05031], [5.57448, 4.42326, -0.05232], [3.25013, 4.83723, -0.76820], [1.51715, 3.13024, -0.38079], [1.04896, 1.07632, 1.49848], [2.23734, -0.19341, 1.22030], [1.90766, -0.66640, -1.23140], [1.85899, -2.01103, -0.55411], [0.62547, -2.56999, -0.23828], [0.55365, -3.78381, 0.41890], [1.71563, -4.45611, 0.76247], [2.94677, -3.90951, 0.44549], [3.01803, -2.68866, -0.20462], [3.98116, -2.26042, -0.44606], [3.85508, -4.43104, 0.71017], [1.66087, -5.40465, 1.27581], [-0.40923, -4.20559, 0.66593], [-0.27719, -2.04489, -0.51628], [2.94112, -0.32407, -1.34909], [1.43391, -0.72113, -2.21520], [-0.48907, 1.79419, 0.74518], [-2.57365, 3.15419, 0.20705], [-2.51550, 2.81216, 1.95506], [-4.23521, 3.56111, -0.24794], [-1.95272, 4.03623, 0.03646], [-2.09507, 2.21589, -1.65836], [-4.20624, 1.14624, -2.03266], [-5.60614, -0.83771, -1.71393], [-6.11723, -2.87942, -0.57812], [-4.71480, -3.68800, 0.14236], [-5.81069, -2.77006, 1.16287]], "forces_ev_per_a": [[0.1, 0.0, 0.1], [0.1, 0.0, 0.2], [0.1, 0.0, 0.1], [0.1, 0.0, 0.0], [-0.1, -0.1, -0.2], [-0.1, -0.2, 0.0], [-0.1, 0.2, -0.2], [-0.1, 0.0, -0.1], [0.1, 0.0, 0.1], [-0.1, -0.2, -0.2], [0.0, 0.2, 0.3], [0.1, 0.2, 0.1], [-0.3, -0.1, -0.3], [0.2, -0.2, 0.0], [-0.1, 0.2, 0.1], [0.1, -0.1, 0.1], [0.0, 0.0, 0.0], [-0.1, 0.1, 0.0], [0.1, 0.0, 0.0], [0.1, 0.1, 0.0], [-0.1, 0.0, 0.0], [0.0, -0.1, 0.0], [0.1, 0.0, 0.0], [0.1, 0.1, 0.0], [0.0, 0.1, 0.0], [-0.1, 0.0, 0.0], [0.1, -0.1, 0.0], [-0.1, 0.1, 0.0], [-0.1, -0.1, -0.3], [0.1, 0.0, 0.0], [0.0, 0.0, 0.0], [-0.1, 0.0, 0.0], [0.1, -0.1, 0.0], [0.0, -0.1, 0.1], [-0.1, 0.1, -0.1], [0.1, 0.1, 0.0], [0.1, 0.0, 0.0], [0.0, -0.1, 0.0], [-0.1, 0.0, 0.0], [-0.1, 0.1, 0.0], [0.0, 0.0, 0.0], [0.2, 0.0, 0.1], [0.0, -0.1, -0.1], [0.0, 0.1, -0.1], [0.1, 0.1, 0.2], [0.0, 0.2, -0.1], [-0.1, -0.2, 0.0], [-0.1, 0.0, 0.2], [0.0, 0.1, -0.1], [-0.1, -0.1, -0.1], [-0.1, 0.0, 0.0], [0.0, -0.1, 0.0], [-0.1, -0.1, 0.0]], "mulliken_charge": [-1.38, 0.67, -0.72, -0.86, 0.59, -0.03, 0.16, -0.42, 0.42, -1.15, 0.04, 0.49, -0.73, 0.56, -1.62, 0.81, -0.05, -0.78, -0.42, -0.65, -0.41, 0.37, 0.39, 0.38, 0.40, 0.41, 0.46, 0.51, -1.43, 0.35, -0.05, -0.70, -0.42, -0.61, -0.35, 0.36, 0.38, 0.38, 0.43, 0.47, 0.44, 0.44, 0.26, 0.11, -0.18, -0.15, 0.43, 0.66, 0.46, 0.32, 0.37, 0.30, 0.31]}

=====

[6]
{"formula": "H3OPSi", "method": "ωB97M-V/def2-TZVPD", "de_lowest_ev": 0.903, "spin_multiplicity": 1, "gap_ha": 0.27851, "largest_force_ev_per_a": 3.67, "symbols": ["O", "Si", "P", "H", "H", "H"], "positions_angstrom": [[2.33276, 0.77096, -0.14533], [-0.64803, -0.08080, 0.01969], [1.62026, -0.44537, 0.11999], [-0.89339, 1.28259, -0.48575], [-1.13195, -1.38331, -0.80248], [-1.27964, -0.14408, 1.29387]], "forces_ev_per_a": [[1.4, 3.1, -0.7], [-0.3, -0.9, -1.5], [-0.9, -3.4, 0.9], [-0.2, -0.1, -0.4], [0.4, 1.6, 0.7], [-0.4, -0.2, 1.1]], "mulliken_charge": [-0.36, 0.26, 0.29, -0.06, -0.05, -0.09]}